No. 1
Here is C6H10O in the gas phase in a non-equilibrium geometry from the OMol25 dataset. Energies are from ωB97M-V/def2-TZVPD.

M = 98.1 g mol⁻¹
charge = 0
energy above the lowest of the compared OMol25 structures with the same formula, charge and spin = 91.2 kcal/mol
HOMO level = -7.34 eV

Last column: natural (NBO) charge in e.
Geometry (Å):
O (-1.3660, -0.7975, 0.9703)  -0.52
C (-1.6969, 0.3352, 0.7251)  0.44
C (-1.2429, 1.1084, -0.4806)  -0.52
C (-0.2423, 0.3537, -1.3475)  -0.45
C (1.0974, 0.0108, -0.7284)  -0.15
C (1.5712, 0.3156, 0.6021)  -0.44
C (1.2488, -1.3147, 0.9449)  -0.43
H (-2.4064, 0.8519, 1.3981)  0.11
H (-2.1516, 1.3378, -1.0552)  0.24
H (-0.8691, 2.0852, -0.1437)  0.23
H (-0.1367, 0.9085, -2.2959)  0.22
H (-0.6683, -0.6114, -1.6251)  0.23
H (1.8755, -0.1485, -1.4862)  0.21
H (2.6257, 0.6221, 0.6590)  0.21
H (0.9483, 1.0406, 1.1431)  0.21
H (1.7852, -2.0988, 0.4247)  0.18
H (0.4283, -1.8949, 1.4906)  0.24


No. 2
Here is C6H10O in the gas phase in a non-equilibrium geometry from the OMol25 dataset. Energies are from ωB97M-V/def2-TZVPD.

M = 98.1 g mol⁻¹
charge = 0
SMILES = C/C=C/C=C(/C)O
energy above the lowest of the compared OMol25 structures with the same formula, charge and spin = 43.0 kcal/mol
HOMO level = -7.89 eV

Last column: natural (NBO) charge in e.
Geometry (Å):
C (1.7819, -2.0190, -1.7933)  -0.66
C (1.1823, -1.0035, -0.7503)  -0.20
C (0.0263, -0.4603, -0.9845)  -0.22
C (-0.8541, 0.4020, -0.1133)  -0.38
C (-0.8803, 0.8784, 1.1370)  0.35
C (-1.6028, 2.0490, 1.6256)  -0.67
O (-0.1518, 0.4440, 2.1592)  -0.66
H (2.1914, -1.3463, -2.6423)  0.23
H (0.8216, -2.6551, -1.9226)  0.22
H (2.5565, -2.6365, -1.3329)  0.21
H (1.8609, -0.8663, 0.0922)  0.19
H (-0.3972, -0.6661, -1.9351)  0.20
H (-1.6652, 0.7776, -0.6863)  0.20
H (-2.6592, 2.2340, 1.3054)  0.23
H (-0.9797, 2.9081, 1.2382)  0.23
H (-1.6051, 2.2361, 2.6928)  0.23
H (0.3745, -0.2761, 1.9102)  0.48


No. 3
Here is 2 unconnected molecules or ions with the total composition C6H10O from the OMol25 dataset. Energies are from ωB97M-V/def2-TZVPD.

M = 98.1 g mol⁻¹
charge = 0
SMILES = C=CC1CC1.C=O
energy above the lowest of the compared OMol25 structures with the same formula, charge and spin = 45.4 kcal/mol
HOMO level = -9.33 eV

Last column: natural (NBO) charge in e.
Geometry (Å):
C (-1.1421, -1.6775, 0.2179)  -0.42
C (-0.7494, -0.5256, -0.3240)  -0.17
C (0.5270, -0.3174, -1.0440)  -0.28
C (0.5460, 0.5468, -2.2813)  -0.41
C (1.1743, 1.0474, -1.0192)  -0.41
H (-0.5307, -2.5757, 0.1523)  0.19
H (-2.0950, -1.7655, 0.7315)  0.21
H (-1.3986, 0.3494, -0.2450)  0.20
H (1.1945, -1.1771, -1.0498)  0.22
H (1.1960, 0.2407, -3.0959)  0.22
H (-0.3939, 0.9896, -2.6005)  0.22
H (2.2579, 1.0993, -0.9620)  0.22
H (0.6572, 1.8322, -0.4720)  0.22
C (-0.1819, -0.0305, 2.6472)  0.28
O (-1.1306, 0.5571, 3.1017)  -0.52
H (0.0040, -1.1045, 2.8489)  0.11
H (0.5667, 0.4616, 1.9933)  0.11


No. 4
Here is C6H10O in the gas phase in a non-equilibrium geometry from the OMol25 dataset. Energies are from ωB97M-V/def2-TZVPD.

M = 98.1 g mol⁻¹
charge = 0
SMILES = CC/C=C/C=C/O
energy above the lowest of the compared OMol25 structures with the same formula, charge and spin = 27.5 kcal/mol
HOMO level = -7.85 eV

Last column: natural (NBO) charge in e.
Geometry (Å):
C (0.2123, -0.2647, -2.5965)  -0.60
C (0.3910, -1.3862, -1.5852)  -0.44
C (-0.3650, -1.0283, -0.3267)  -0.16
C (0.1281, -0.4475, 0.7710)  -0.22
C (-0.6116, 0.4453, 1.6423)  -0.31
C (-0.0104, 1.2829, 2.4812)  0.14
O (-0.7496, 2.0997, 3.2955)  -0.68
H (-0.8102, 0.1090, -2.5631)  0.21
H (0.9401, 0.5251, -2.4334)  0.21
H (0.4440, -0.6311, -3.5954)  0.21
H (0.1019, -2.3943, -1.8924)  0.21
H (1.4387, -1.4923, -1.2748)  0.20
H (-1.4483, -1.0322, -0.4518)  0.18
H (1.1963, -0.6052, 0.9416)  0.19
H (-1.6901, 0.4738, 1.5291)  0.22
H (1.0460, 1.5292, 2.4222)  0.17
H (-0.2133, 2.8170, 3.6365)  0.48


Among the records above, which one has the highest HOMO level?
number 1